147
Properties=species:S:1:pos:R:3 method="wB97M-V/def2-TZVPD" e_lumo_ev=0.207 gap_ev=8.851 multiplicity=1 smiles="C[C@H]1COC(=O)O1.C[C@H]1COC(=O)O1.C[C@H]1COC(=O)O1.C[C@H]1COC(=O)O1.O=S1(=O)CCCC1.O=S1(=O)CCCC1.O=S1(=O)CCCC1.CC(C)=O.CC(C)=O.CC(C)=O.CC(C)=O.CC(C)=O" relative_energy_kcal_mol=34.9
C -17.92214 -11.55738 11.15676
C -18.86822 -12.05774 10.05759
C -20.23898 -11.41821 9.91182
O -20.30260 -10.84454 8.63943
C -19.10955 -11.01900 7.97232
O -18.82382 -10.66687 6.80697
O -18.23364 -11.68622 8.78357
H -16.94358 -12.00814 10.99140
H -18.26945 -11.93396 12.11887
H -17.80881 -10.47560 11.22746
H -19.01562 -13.13766 10.04500
H -20.31559 -10.69664 10.72518
H -20.96836 -12.22329 10.00101
C -13.26420 -7.24499 -0.90170
C -14.78309 -7.12629 -0.81611
C -15.65327 -8.38618 -1.02909
O -16.56330 -8.36208 0.01299
C -16.17861 -7.45749 0.94576
O -16.59733 -7.39168 2.06085
O -15.09229 -6.78632 0.52779
H -12.72409 -6.35644 -0.57478
H -12.97196 -7.33694 -1.94775
H -12.96869 -8.19173 -0.44951
H -15.20978 -6.40157 -1.50951
H -14.99111 -9.23536 -0.86012
H -16.14020 -8.41669 -2.00381
C -12.21511 -14.81192 1.06124
C -13.62750 -14.53014 0.70942
C -13.83459 -13.85892 -0.62764
O -14.75526 -14.76989 -1.23511
C -14.81031 -15.92900 -0.59187
O -15.47634 -16.83532 -0.95156
O -14.22478 -15.75100 0.58545
H -11.81573 -15.39405 0.23074
H -12.11009 -15.34168 2.00804
H -11.52699 -13.96697 1.08695
H -14.02592 -13.92842 1.52630
H -12.85663 -13.96826 -1.09640
H -14.25874 -12.85483 -0.62686
C -13.65680 -15.96140 9.43798
C -13.43742 -15.13806 8.18459
C -14.71877 -14.40993 7.69149
O -14.46704 -12.99254 7.70916
C -13.21139 -12.84502 8.11439
O -12.63726 -11.74524 8.27501
O -12.63756 -14.03603 8.47086
H -14.11613 -15.40166 10.25272
H -12.64038 -16.26072 9.69368
H -14.20008 -16.84302 9.09786
H -12.99727 -15.68074 7.34801
H -15.62650 -14.75208 8.18854
H -15.00241 -14.57980 6.65283
C -12.51797 -9.74174 6.06759
C -12.09974 -8.86822 7.22960
O -10.94185 -8.54989 7.34199
C -13.17702 -8.29900 8.16255
H -13.46707 -10.23969 6.26596
H -11.82951 -10.57111 5.90555
H -12.67034 -9.16389 5.15601
H -13.53376 -9.00987 8.90788
H -14.08591 -8.10381 7.59342
H -12.71154 -7.43778 8.64185
C -15.90448 -19.44942 5.82753
C -15.69227 -17.97056 6.07924
O -16.16572 -17.39492 7.03516
C -14.98941 -17.21901 4.92588
H -15.53733 -19.63363 4.81789
H -16.95209 -19.74414 5.88900
H -15.30596 -20.04002 6.52112
H -13.99691 -16.92955 5.27123
H -15.62263 -16.37301 4.65867
H -14.93585 -17.83633 4.02913
C -12.74588 -10.02845 1.49332
C -11.39074 -9.37266 1.75413
O -11.17830 -8.26587 1.27818
C -10.36025 -10.17848 2.57133
H -12.91234 -10.89740 2.12995
H -12.79014 -10.52391 0.52344
H -13.52420 -9.26702 1.54390
H -9.33643 -9.85569 2.38244
H -10.47612 -11.22692 2.29664
H -10.64877 -9.95597 3.59864
C -14.99545 -4.91609 4.00356
C -14.07561 -5.95306 4.62738
O -14.47066 -7.06807 4.94304
C -12.61290 -5.61542 4.61542
H -14.85035 -4.84988 2.92529
H -14.81548 -4.02508 4.60506
H -16.00217 -5.24855 4.25673
H -12.42149 -4.54587 4.70216
H -12.30808 -5.98284 3.63553
H -12.15356 -6.16687 5.43578
C -20.53674 -8.78227 1.54289
C -20.31146 -9.18995 2.98970
O -20.32913 -10.36981 3.38530
C -19.81570 -8.07135 3.89029
H -19.63150 -8.24202 1.26582
H -21.37837 -8.09163 1.49009
H -20.71563 -9.66895 0.93471
H -19.18212 -7.39933 3.31145
H -19.25224 -8.43446 4.74980
H -20.69079 -7.51961 4.23367
C -19.74136 -11.86090 0.32736
C -19.72023 -13.40781 0.02450
C -18.32450 -13.77801 -0.50660
S -17.75406 -12.28282 -1.49135
O -17.93337 -12.50439 -2.92927
O -16.54953 -11.68953 -0.88904
C -19.13087 -11.17794 -0.91989
H -19.24099 -11.59378 1.25816
H -20.76469 -11.56040 0.55230
H -20.47446 -13.60004 -0.73857
H -19.98128 -13.94899 0.93394
H -18.31129 -14.60740 -1.21374
H -17.52800 -13.83393 0.23539
H -19.84823 -11.26635 -1.73577
H -18.65982 -10.19563 -0.95562
C -20.57303 -13.85286 6.30010
C -19.21086 -14.64629 6.41868
C -18.69706 -15.11804 4.99133
S -19.55629 -13.95759 3.80732
O -20.51844 -14.77220 3.07786
O -18.54180 -13.13730 3.10950
C -20.50442 -12.95679 5.06961
H -20.76607 -13.28674 7.21133
H -21.43672 -14.49286 6.11969
H -19.33065 -15.46982 7.12264
H -18.44088 -14.02344 6.87396
H -19.02216 -16.09758 4.64074
H -17.62802 -14.98613 4.82442
H -21.47204 -12.70285 4.63681
H -20.02795 -11.99604 5.26467
C -16.25782 -10.02883 4.12152
C -16.68412 -10.65885 2.78092
C -15.77639 -11.88825 2.42983
S -15.13440 -12.48897 4.03864
O -13.78305 -11.98943 4.15316
O -15.45026 -13.92827 4.25654
C -16.14602 -11.22925 5.06783
H -16.90784 -9.25650 4.53268
H -15.30360 -9.53190 3.94646
H -16.56084 -9.90867 1.99983
H -17.73533 -10.93098 2.68598
H -15.03074 -11.77840 1.64240
H -16.46807 -12.64371 2.05705
H -15.79253 -11.15810 6.09646
H -17.12689 -11.70418 5.08854



60
Properties=species:S:1:pos:R:3 method="wB97M-V/def2-TZVPD" e_lumo_ev=2.428 charge=-1 gap_ev=7.558 multiplicity=1
O -3.61446 6.07297 -2.14916
O 1.51357 1.63941 1.88586
O 0.87553 4.84375 -2.29092
O -3.61335 2.50739 -1.41418
O 1.28816 2.67868 -2.18401
N 1.03582 -3.04812 3.87711
O 3.61181 1.09186 1.23453
C -2.49447 6.14311 -2.63843
C 2.26112 1.09694 1.08602
C 0.54028 3.66669 -2.02149
C -3.33862 3.14439 -2.42829
C 1.49945 -3.73844 2.88804
N -4.30341 3.30456 -3.34345
N 0.90387 -3.62922 1.65201
N 2.54604 0.37640 -1.31461
N -1.77710 5.11038 -3.07391
C -1.84123 7.49169 -2.81708
C -4.19550 3.92777 -4.66161
C 0.65698 -7.98427 3.73622
C 2.63759 -4.69183 3.08905
C -0.21031 -2.71552 1.35224
C 1.65897 0.34943 -0.13181
C 1.08321 -6.53104 3.92741
C 2.18473 -6.15247 2.92543
C 0.27386 -1.27254 1.23429
C 1.37523 -1.12149 0.17387
C -0.89955 3.39624 -1.55763
C -1.91053 3.69661 -2.68127
H 1.48736 -3.15570 4.77969
H 3.75988 1.64559 2.01430
H -5.20352 2.96115 -3.05260
H 1.36186 -4.09865 0.87890
H 2.26629 1.19004 -1.89634
H 3.51110 0.49894 -1.01027
H -0.82655 5.35062 -3.33831
H -0.88463 7.48325 -2.29447
H -2.48654 8.26027 -2.39702
H -1.67761 7.67151 -3.87682
H -4.99733 3.57027 -5.30719
H -4.27619 5.01110 -4.55813
H -3.23659 3.68441 -5.12084
H 1.50627 -8.65689 3.89138
H -0.12752 -8.24255 4.45400
H 0.26676 -8.13746 2.72513
H 3.06897 -4.55094 4.08444
H 3.41644 -4.47181 2.35334
H -0.68519 -3.01718 0.41280
H -0.97443 -2.78136 2.13528
H 0.71560 0.84226 -0.39217
H 1.44833 -6.38723 4.94951
H 0.20601 -5.89053 3.78964
H 1.81830 -6.30965 1.90543
H 3.04855 -6.80905 3.07172
H -0.58026 -0.64161 0.96764
H 0.64373 -0.93302 2.20681
H 2.29549 -1.60915 0.51013
H 1.05256 -1.61166 -0.75018
H -1.12337 4.01138 -0.68373
H -0.98600 2.34704 -1.26993
H -1.55546 3.12325 -3.53637



What did the second record say?
60
Properties=species:S:1:pos:R:3 method="wB97M-V/def2-TZVPD" e_lumo_ev=2.428 charge=-1 gap_ev=7.558 multiplicity=1
O -3.61446 6.07297 -2.14916
O 1.51357 1.63941 1.88586
O 0.87553 4.84375 -2.29092
O -3.61335 2.50739 -1.41418
O 1.28816 2.67868 -2.18401
N 1.03582 -3.04812 3.87711
O 3.61181 1.09186 1.23453
C -2.49447 6.14311 -2.63843
C 2.26112 1.09694 1.08602
C 0.54028 3.66669 -2.02149
C -3.33862 3.14439 -2.42829
C 1.49945 -3.73844 2.88804
N -4.30341 3.30456 -3.34345
N 0.90387 -3.62922 1.65201
N 2.54604 0.37640 -1.31461
N -1.77710 5.11038 -3.07391
C -1.84123 7.49169 -2.81708
C -4.19550 3.92777 -4.66161
C 0.65698 -7.98427 3.73622
C 2.63759 -4.69183 3.08905
C -0.21031 -2.71552 1.35224
C 1.65897 0.34943 -0.13181
C 1.08321 -6.53104 3.92741
C 2.18473 -6.15247 2.92543
C 0.27386 -1.27254 1.23429
C 1.37523 -1.12149 0.17387
C -0.89955 3.39624 -1.55763
C -1.91053 3.69661 -2.68127
H 1.48736 -3.15570 4.77969
H 3.75988 1.64559 2.01430
H -5.20352 2.96115 -3.05260
H 1.36186 -4.09865 0.87890
H 2.26629 1.19004 -1.89634
H 3.51110 0.49894 -1.01027
H -0.82655 5.35062 -3.33831
H -0.88463 7.48325 -2.29447
H -2.48654 8.26027 -2.39702
H -1.67761 7.67151 -3.87682
H -4.99733 3.57027 -5.30719
H -4.27619 5.01110 -4.55813
H -3.23659 3.68441 -5.12084
H 1.50627 -8.65689 3.89138
H -0.12752 -8.24255 4.45400
H 0.26676 -8.13746 2.72513
H 3.06897 -4.55094 4.08444
H 3.41644 -4.47181 2.35334
H -0.68519 -3.01718 0.41280
H -0.97443 -2.78136 2.13528
H 0.71560 0.84226 -0.39217
H 1.44833 -6.38723 4.94951
H 0.20601 -5.89053 3.78964
H 1.81830 -6.30965 1.90543
H 3.04855 -6.80905 3.07172
H -0.58026 -0.64161 0.96764
H 0.64373 -0.93302 2.20681
H 2.29549 -1.60915 0.51013
H 1.05256 -1.61166 -0.75018
H -1.12337 4.01138 -0.68373
H -0.98600 2.34704 -1.26993
H -1.55546 3.12325 -3.53637